Entry i
This record from the Open Molecules 2025 dataset describes C5H4S in the gas phase. The level of theory is ωB97M-V/def2-TZVPD.

The net charge is 0. Its SMILES is C#CC(S)C#C. Its HOMO energy is -9.41 eV.

Each line ends with the Löwdin charge.
Cartesian coordinates (Å):
C  1.46  1.56  1.33  0.117
C  0.30  -1.39  -0.18  -0.190
H  2.13  2.37  1.70  0.059
C  -0.33  -0.22  0.46  -0.679
C  0.59  0.73  1.09  -0.213
S  -1.12  0.79  -0.88  0.723
H  -1.10  -0.53  1.19  0.115
C  0.83  -2.48  -0.43  0.126
H  -1.61  -0.30  -1.62  -0.097
H  1.40  -3.34  -0.76  0.040

---

Entry ii
This record from the Open Molecules 2025 dataset describes C5H4S in the gas phase. The level of theory is ωB97M-V/def2-TZVPD.

The net charge is 0. Its HOMO energy is -8.16 eV.

Each line ends with the Löwdin charge.
Cartesian coordinates (Å):
C  3.90  0.37  0.10  -0.383
C  0.88  1.31  0.40  -0.254
C  -0.09  0.47  0.42  -0.216
C  1.16  -1.07  -0.73  -0.135
H  -1.21  0.47  0.46  0.138
H  1.64  -1.82  -1.36  0.073
S  2.36  0.36  -0.08  0.792
H  -0.46  -1.72  0.53  0.074
C  0.14  -0.97  0.16  -0.169
H  0.83  2.37  0.57  0.080

---

entry i takes first place; second place is 83.2 kcal/mol up.

---

Entry i
This record from the Open Molecules 2025 dataset describes C7H12 in the gas phase. The level of theory is ωB97M-V/def2-TZVPD.

The net charge is 0. Its SMILES is CC#CCCCC. Its HOMO energy is -9.30 eV.

Each line ends with the Löwdin charge.
Cartesian coordinates (Å):
H  -2.44  1.54  0.81  0.071
C  0.38  -0.71  -1.16  -0.214
H  3.22  0.47  2.07  0.077
C  -2.08  0.04  -0.73  -0.275
H  -2.46  -0.96  -0.98  0.108
H  -2.10  0.63  -1.65  0.107
H  -0.62  -0.58  0.74  0.121
C  -2.96  0.70  0.34  -0.122
H  4.39  0.70  0.76  0.074
H  -3.21  -0.01  1.14  0.072
C  1.69  -0.59  -0.50  -0.057
H  0.13  -1.77  -1.33  0.115
H  -0.28  0.97  -0.01  0.117
C  3.67  0.00  1.19  -0.113
H  -3.90  1.08  -0.07  0.067
C  -0.64  -0.05  -0.22  -0.247
H  4.22  -0.89  1.52  0.074
C  2.61  -0.34  0.23  -0.088
H  0.39  -0.22  -2.14  0.115

---

Entry ii
This record from the Open Molecules 2025 dataset describes a molecular structure, C7H12. The level of theory is ωB97M-V/def2-TZVPD.

The net charge is 0. Its HOMO energy is -7.61 eV.

Each line ends with the Löwdin charge.
Cartesian coordinates (Å):
H  -2.45  -0.05  1.49  0.096
H  -1.74  -1.73  -0.46  0.112
H  2.04  -0.29  -1.49  0.131
H  -0.58  -1.52  0.84  0.110
C  1.96  -0.52  0.68  -0.075
H  -0.77  2.52  0.11  0.044
H  0.43  1.55  -1.71  0.127
C  0.36  0.96  -0.79  -0.293
C  -0.07  -0.49  -1.00  -0.214
H  2.15  -1.60  0.77  0.078
C  1.35  -0.19  -0.65  -0.269
H  2.92  0.00  0.80  0.079
C  -1.08  -1.00  0.02  -0.193
H  1.32  -0.21  1.51  0.066
H  -2.53  0.66  -0.15  0.095
C  -1.89  0.16  0.58  -0.076
C  -0.17  1.64  0.41  0.038
H  -0.99  0.88  1.07  0.012
H  -0.26  -0.77  -2.03  0.133

---

entry i takes first place; second place is 69.9 kcal/mol up.

---

Entry i
This record from the Open Molecules 2025 dataset describes a molecular structure, C7H12. The level of theory is ωB97M-V/def2-TZVPD.

The net charge is 0. Its HOMO energy is -6.51 eV.

Each line ends with the Löwdin charge.
Cartesian coordinates (Å):
H  1.42  -0.76  1.26  0.077
H  1.63  1.99  0.02  0.063
H  3.13  1.30  0.35  0.080
C  -0.76  1.52  -0.35  -0.016
C  1.52  -0.07  0.44  -0.014
C  2.10  1.27  0.69  -0.120
H  2.00  1.64  1.71  0.087
H  -0.73  1.65  -1.42  0.037
H  -0.40  -1.23  1.80  0.076
C  -1.01  -0.74  1.06  -0.021
C  -0.40  0.27  0.14  -0.454
C  -0.50  -1.03  -0.35  -0.213
H  1.79  -0.52  -0.51  0.089
H  -2.05  -0.56  1.29  0.106
C  -1.26  -1.35  -1.56  -0.064
H  -0.79  -0.92  -2.45  0.082
H  -2.25  -0.88  -1.52  0.100
H  -1.41  2.15  0.23  0.033
H  -1.38  -2.42  -1.77  0.070

---

Entry ii
This record from the Open Molecules 2025 dataset describes C7H12 in the gas phase. The level of theory is ωB97M-V/def2-TZVPD.

The net charge is 0. Its SMILES is CC1CC2(CC2)C1. Its HOMO energy is -9.74 eV.

Each line ends with the Löwdin charge.
Cartesian coordinates (Å):
C  -0.84  -0.11  -0.42  -0.440
H  -0.92  1.45  -2.01  0.101
H  0.81  -1.49  -0.53  0.121
C  -1.99  -0.40  -1.33  -0.078
H  2.12  -1.36  1.54  0.074
C  -0.56  -0.01  1.08  -0.062
H  2.45  0.20  2.33  0.068
C  0.62  -0.41  -0.65  -0.116
H  1.05  1.38  0.55  0.133
H  -1.24  0.65  1.64  0.111
C  -1.48  1.02  -1.19  -0.099
H  -2.12  1.72  -0.65  0.101
H  -1.76  -0.92  -2.26  0.102
C  2.18  -0.27  1.38  -0.080
H  3.04  -0.13  0.70  0.078
H  1.10  -0.05  -1.56  0.115
H  -2.97  -0.62  -0.92  0.097
C  0.94  0.30  0.68  -0.327
H  -0.42  -0.95  1.61  0.102

---

Entry iii
This record from the Open Molecules 2025 dataset describes C7H12 in the gas phase. The level of theory is ωB97M-V/def2-TZVPD.

The net charge is 0. Its SMILES is CC1CC2(CC2)C1. Its HOMO energy is -9.76 eV.

Each line ends with the Löwdin charge.
Cartesian coordinates (Å):
H  -2.32  1.38  0.18  0.078
C  2.12  0.81  0.08  -0.090
H  0.03  -1.05  1.79  0.111
H  2.47  -0.98  -1.20  0.100
C  -2.53  0.31  0.10  -0.085
H  -0.35  0.68  1.66  0.114
H  2.59  -1.32  0.59  0.099
C  -0.16  -0.24  1.08  -0.082
C  -0.22  0.00  -1.09  -0.081
C  2.21  -0.67  -0.19  -0.091
C  -1.23  -0.48  -0.01  -0.345
H  2.39  1.15  1.08  0.101
H  -0.46  0.99  -1.48  0.113
C  0.87  -0.01  -0.02  -0.436
H  -0.07  -0.69  -1.93  0.110
H  -1.45  -1.55  -0.11  0.134
H  -3.11  0.01  0.98  0.075
H  -3.15  0.16  -0.79  0.075
H  2.37  1.51  -0.71  0.100

---

Entry iv
This record from the Open Molecules 2025 dataset describes C7H12 in the gas phase. The level of theory is ωB97M-V/def2-TZVPD.

The net charge is 0. Its SMILES is C/C=C/C=C/CC. Its HOMO energy is -8.25 eV.

Each line ends with the Löwdin charge.
Cartesian coordinates (Å):
C  -0.05  -0.99  0.59  -0.120
C  -0.04  0.95  -0.91  -0.151
H  0.28  -1.25  2.65  0.108
H  1.22  0.71  0.78  0.115
H  0.97  2.80  -0.68  0.097
H  0.16  -3.94  1.30  0.069
C  0.38  -1.86  1.74  -0.263
H  -0.80  0.49  -1.55  0.109
H  -0.88  -1.45  0.05  0.105
H  -1.27  3.53  -1.88  0.071
H  -1.42  -3.24  1.56  0.067
C  0.22  2.22  -1.22  -0.165
C  -0.45  2.99  -2.36  -0.095
C  0.48  0.17  0.20  -0.125
H  0.30  3.69  -2.72  0.063
C  -0.38  -3.18  1.86  -0.124
H  -0.36  -3.49  2.91  0.067
H  -0.81  2.28  -3.09  0.065
H  1.44  -2.12  1.78  0.108

---

entry iv takes first place; second place is 2.1 kcal/mol up.

---

Entry i
This record from the Open Molecules 2025 dataset describes C7H12 in the gas phase. The level of theory is ωB97M-V/def2-TZVPD.

The net charge is 0. Its SMILES is CC#CCCCC. Its HOMO energy is -9.32 eV.

Each line ends with the Löwdin charge.
Cartesian coordinates (Å):
H  1.19  1.49  3.62  0.066
H  -0.40  -0.55  0.88  0.121
C  -0.55  -0.16  -1.72  -0.056
C  -0.34  -1.13  -2.40  -0.087
H  -1.74  1.09  -0.48  0.115
H  -0.98  -2.78  -3.59  0.074
C  0.77  0.74  2.95  -0.120
C  0.05  1.37  1.75  -0.275
H  -0.25  1.83  -1.05  0.115
H  0.09  0.11  3.53  0.071
C  -0.06  -2.34  -3.18  -0.114
C  -0.68  0.88  -0.69  -0.217
H  0.63  -2.14  -4.00  0.074
H  1.60  0.11  2.61  0.070
H  1.08  0.17  0.30  0.117
H  -0.98  1.64  2.02  0.108
H  0.41  -3.09  -2.53  0.076
H  0.55  2.30  1.45  0.107
C  0.04  0.40  0.57  -0.247

---

Entry ii
This record from the Open Molecules 2025 dataset describes 2 unconnected molecules or ions with the total composition C7H12. The level of theory is ωB97M-V/def2-TZVPD.

The net charge is 0. Its HOMO energy (alpha / beta) is -7.66 / -7.66 eV.

Each line ends with the Löwdin charge.
Cartesian coordinates (Å):
H  0.77  0.39  3.00  0.140
H  -1.25  0.43  -2.53  0.081
C  -0.26  0.05  -2.18  -0.127
H  -1.58  -0.88  1.69  0.114
H  1.53  -0.93  -1.19  0.044
C  0.74  0.84  0.73  -0.174
C  -1.12  0.12  1.65  -0.109
H  -1.32  1.49  -0.12  0.131
H  2.20  -0.88  -0.88  0.091
H  1.47  1.61  0.54  0.129
C  0.95  -0.63  0.90  -0.070
H  1.12  -1.65  0.64  0.079
H  0.05  -0.68  -2.93  0.065
H  -1.13  -1.34  -0.76  0.104
H  0.41  0.91  -2.26  0.074
H  -1.74  0.85  2.18  0.105
C  -0.72  0.65  0.24  -0.295
C  -0.46  -0.48  -0.73  -0.178
C  0.34  0.14  2.02  -0.202

---

Entry iii
This record from the Open Molecules 2025 dataset describes 2 unconnected molecules or ions with the total composition C7H12. The level of theory is ωB97M-V/def2-TZVPD.

The net charge is 0. Its HOMO energy (alpha / beta) is -8.45 / -7.95 eV.

Each line ends with the Löwdin charge.
Cartesian coordinates (Å):
H  -0.02  2.65  0.78  0.045
C  0.09  -1.27  0.01  -0.435
H  -0.02  -0.97  2.13  0.015
C  0.15  -0.53  1.16  0.088
H  0.04  1.29  -0.54  0.021
H  -0.62  -3.06  0.93  0.041
H  -0.48  -1.11  -2.11  0.137
H  1.51  3.06  1.47  0.090
C  0.17  1.61  2.50  0.153
C  0.48  2.77  1.74  -0.273
H  -1.43  -2.76  -0.63  0.139
H  0.23  -3.36  -0.51  0.073
H  1.59  1.04  -1.23  0.071
H  1.28  -1.28  -1.87  0.142
C  0.37  -0.72  -1.38  -0.260
H  0.03  3.74  2.30  0.115
C  -0.39  -2.64  0.00  -0.117
C  0.55  0.78  -1.38  -0.140
H  -0.09  1.34  -2.13  0.096

---

Entry iv
This record from the Open Molecules 2025 dataset describes 2 unconnected molecules or ions with the total composition C7H12. The level of theory is ωB97M-V/def2-TZVPD.

The net charge is 0. Its HOMO energy is -8.27 eV.

Each line ends with the Löwdin charge.
Cartesian coordinates (Å):
H  1.76  -1.96  1.35  0.082
H  0.58  0.18  -2.27  0.131
H  1.06  1.75  0.10  0.118
H  2.79  -0.68  0.69  0.082
C  0.43  0.08  -1.20  -0.200
H  -0.98  -1.71  -1.28  0.131
H  -2.34  2.24  0.63  -0.003
H  -2.89  2.42  0.11  0.058
H  -1.11  -0.88  1.48  0.118
H  -0.24  2.14  -0.93  0.116
H  -2.29  -0.35  0.37  0.116
H  1.49  -1.84  -1.17  0.132
C  -0.80  1.04  0.73  -0.008
C  -0.46  -1.01  -0.63  -0.200
C  1.03  -1.11  -0.50  -0.261
C  1.75  -1.00  0.83  -0.059
C  0.17  1.32  -0.36  -0.211
H  1.28  -0.27  1.51  0.068
C  -1.22  -0.37  0.52  -0.211

---

entry i takes first place; second place is 81.2 kcal/mol up.

---

Entry i
This record from the Open Molecules 2025 dataset describes C7H12 in the gas phase. The level of theory is ωB97M-V/def2-TZVPD.

The net charge is 0. Its SMILES is CC[C@H]1C[C@H]2C[C@@H]12. Its HOMO energy is -9.55 eV.

Each line ends with the Löwdin charge.
Cartesian coordinates (Å):
H  -0.59  1.76  1.62  0.106
C  -0.91  -0.96  0.68  -0.199
H  -2.79  -1.43  -0.34  0.102
H  2.85  1.04  -0.32  0.072
H  -0.84  -1.89  1.23  0.131
C  1.03  -0.04  -0.84  -0.230
C  -1.97  -0.72  -0.35  -0.093
C  -0.77  1.20  0.69  -0.106
H  0.69  0.75  -1.51  0.105
C  -1.89  0.18  0.85  -0.221
H  -2.72  0.25  1.55  0.127
C  2.55  0.06  -0.68  -0.118
H  -0.87  1.91  -0.13  0.107
C  0.25  0.03  0.48  -0.270
H  3.06  -0.12  -1.63  0.067
H  0.95  -0.01  1.33  0.135
H  0.78  -0.99  -1.34  0.110
H  2.92  -0.68  0.04  0.071
H  -1.71  -0.36  -1.34  0.105

---

Entry ii
This record from the Open Molecules 2025 dataset describes C7H12 in the gas phase. The level of theory is ωB97M-V/def2-TZVPD.

The net charge is 0. Its HOMO energy is -9.54 eV.

Each line ends with the Löwdin charge.
Cartesian coordinates (Å):
C  0.06  0.68  -0.23  -0.241
C  -2.17  -0.38  -1.17  0.051
H  3.18  2.16  0.34  0.068
H  -1.61  -3.20  0.52  0.086
C  2.08  2.10  0.35  -0.122
H  -0.03  -1.45  -0.32  0.115
H  -1.59  -1.88  1.71  0.088
C  -0.46  -0.60  -0.86  -0.241
C  -2.03  -1.27  -0.28  -0.253
H  1.76  2.19  1.39  0.072
H  1.94  0.71  -1.30  0.110
H  -0.12  -0.73  -1.89  0.111
H  -0.29  0.73  0.81  0.120
C  -2.08  -2.26  0.80  -0.074
C  1.59  0.79  -0.26  -0.277
H  -0.38  1.54  -0.74  0.115
H  2.03  -0.06  0.28  0.108
H  1.69  2.96  -0.20  0.074
H  -3.13  -2.44  1.03  0.088

---

Entry iii
This record from the Open Molecules 2025 dataset describes a molecular structure, C7H12. The level of theory is ωB97M-V/def2-TZVPD.

The net charge is 0. Its HOMO energy is -8.26 eV.

Each line ends with the Löwdin charge.
Cartesian coordinates (Å):
H  0.86  0.60  0.24  0.099
H  0.00  2.30  -2.05  0.074
H  -1.90  1.37  -0.51  0.102
H  -0.46  1.23  1.79  0.082
C  0.63  1.43  -1.85  -0.071
C  0.89  -2.45  1.24  -0.050
C  -1.27  0.55  -0.15  -0.189
C  -1.25  0.58  1.39  -0.108
H  0.48  -3.15  0.51  0.054
C  1.03  -0.63  -0.39  -0.106
C  1.25  -1.21  0.87  -0.086
H  0.98  -2.83  2.25  0.040
C  0.18  0.60  -0.68  -0.367
H  -2.20  0.96  1.80  0.071
H  -1.06  -0.42  1.75  0.048
H  1.31  -1.20  -1.29  0.138
H  0.62  0.85  -2.80  0.081
H  -1.76  -0.37  -0.48  0.103
H  1.66  1.78  -1.64  0.087

---

Entry iv
This record from the Open Molecules 2025 dataset describes C7H12 in the gas phase. The level of theory is ωB97M-V/def2-TZVPD.

The net charge is 0. Its SMILES is C=C(C)C/C=C/C. Its HOMO energy is -8.54 eV.

Each line ends with the Löwdin charge.
Cartesian coordinates (Å):
H  -2.71  -1.77  1.21  0.049
C  -1.55  -0.35  0.01  -0.388
H  -0.79  -0.93  -2.02  0.099
H  0.77  -0.50  -0.81  0.105
H  3.85  0.55  0.68  0.085
H  -1.27  -0.97  2.07  0.081
C  0.73  0.43  -0.21  -0.105
H  -2.51  -1.65  -1.44  0.055
H  -2.21  0.22  -1.94  0.122
H  3.21  -0.91  0.11  0.072
H  3.29  0.42  -0.91  0.054
C  1.85  0.84  0.42  -0.191
H  -0.73  1.19  1.23  0.084
H  1.96  1.61  1.28  0.140
C  -0.71  0.95  0.19  -0.146
C  -1.89  -1.05  1.12  0.018
H  -0.85  1.86  -0.39  0.103
C  -1.81  -0.82  -1.43  -0.077
C  3.04  0.14  0.05  -0.160

---

entry i takes first place; second place is 38.2 kcal/mol up.

---

Entry i
This record from the Open Molecules 2025 dataset describes C7H12 in the gas phase. The level of theory is ωB97M-V/def2-TZVPD.

The net charge is 0. Its SMILES is C=CC(=C)CCC. Its HOMO energy is -8.42 eV.

Each line ends with the Löwdin charge.
Cartesian coordinates (Å):
H  2.41  -1.78  1.67  0.066
H  -0.50  0.32  -2.83  0.063
H  1.00  0.35  2.38  0.104
H  1.41  1.17  -0.12  0.092
C  -1.68  -0.21  -0.18  -0.154
C  0.83  -0.20  1.44  -0.260
H  -1.94  -0.31  0.87  0.104
C  -0.20  0.85  -1.92  0.046
C  -2.75  -0.38  -0.97  0.014
C  -0.43  0.36  -0.69  -0.296
H  1.94  -1.34  0.02  0.070
C  0.51  0.92  0.44  -0.175
H  0.44  1.70  -2.10  0.063
C  2.10  -0.95  1.02  -0.127
H  -2.95  0.07  -1.94  0.059
H  0.16  1.86  0.88  0.111
H  0.12  -1.02  1.58  0.096
H  3.06  -0.41  1.01  0.075
H  -3.54  -0.99  -0.55  0.050

---

Entry ii
This record from the Open Molecules 2025 dataset describes a molecular structure, C7H12. The level of theory is ωB97M-V/def2-TZVPD.

The net charge is 0. Its HOMO energy is -7.33 eV.

Each line ends with the Löwdin charge.
Cartesian coordinates (Å):
H  -0.76  2.77  1.18  0.077
C  -1.01  -0.36  -0.70  -0.120
C  0.69  0.65  -0.55  -0.211
H  -2.22  1.84  0.75  0.081
C  -1.18  2.06  0.47  -0.079
H  -1.21  2.54  -0.50  0.077
C  1.72  -0.27  -0.58  -0.181
H  1.54  -2.28  0.12  0.079
H  -0.21  0.29  1.41  0.123
H  1.49  -1.08  1.41  0.063
C  -0.37  0.79  0.46  -0.251
H  -1.37  -1.79  0.83  0.051
H  0.67  1.39  -1.34  0.116
H  2.36  -0.27  -1.45  0.090
H  3.04  -1.45  0.62  0.073
C  -1.52  -1.48  -0.19  -0.022
H  -1.36  -0.01  -1.66  0.107
H  -2.27  -2.04  -0.74  0.047
C  1.96  -1.31  0.45  -0.120

---

entry i takes first place; second place is 14.5 kcal/mol up.